A molecular structure, C51H29CaF7N8S2. Source: the Open Molecules 2025 dataset; level of theory: wB97M-V/def2-TZVPD.

The geometry in XYZ format:
```
98
C51H29CaF7N8S2, DFT wB97M-V/def2-TZVPD
Ca 8.57 9.41 15.21
N 12.17 12.85 13.82
C 11.48 11.68 13.85
N 10.23 11.61 13.68
C 9.46 12.75 13.42
N 8.21 12.59 13.23
N 7.80 11.27 13.32
C 7.17 10.84 12.30
C 6.72 9.45 12.27
C 6.01 8.97 11.15
C 5.73 7.61 11.06
C 6.13 6.80 12.08
C 6.67 7.37 13.23
N 7.02 8.64 13.31
C 10.06 14.11 13.51
C 9.42 15.34 13.34
C 10.09 16.57 13.54
C 11.44 16.55 13.92
C 12.15 15.33 13.99
C 11.49 14.09 13.76
H 13.14 12.89 14.11
H 12.12 10.84 14.05
H 7.05 11.53 11.50
H 5.71 9.69 10.43
H 5.30 7.17 10.18
H 5.97 5.72 11.99
H 6.87 6.77 14.09
H 8.35 15.30 13.05
H 9.61 17.50 13.27
H 12.01 17.44 14.18
H 13.20 15.32 14.26
F 10.75 6.43 10.79
C 10.49 6.37 12.12
C 10.20 7.54 12.84
C 9.76 7.50 14.15
C 9.79 6.23 14.80
C 10.10 5.12 14.05
F 10.00 3.90 14.64
C 10.49 5.13 12.70
C 9.36 6.12 16.23
C 9.87 5.13 17.07
C 9.47 5.10 18.38
C 8.46 6.01 18.84
C 8.00 6.98 17.94
N 8.45 7.05 16.67
H 10.24 8.46 12.28
H 10.74 4.24 12.09
H 10.58 4.41 16.70
H 9.92 4.38 19.05
H 8.06 6.05 19.85
H 7.33 7.74 18.25
S 8.01 16.84 17.43
C 6.74 17.55 16.58
C 6.15 16.68 15.70
C 6.75 15.38 15.74
C 7.77 15.30 16.67
C 8.70 14.21 16.89
C 8.34 12.90 16.58
N 9.15 11.84 16.67
C 10.39 12.09 17.07
C 10.89 13.37 17.46
C 12.25 13.54 17.87
C 13.08 12.48 17.91
C 12.62 11.19 17.50
C 13.51 10.05 17.37
C 13.08 8.90 16.77
C 11.70 8.82 16.44
N 10.84 9.79 16.63
C 11.31 10.99 17.07
C 13.90 7.74 16.41
C 13.72 7.01 15.27
C 14.55 5.88 15.16
C 15.44 5.81 16.19
S 15.21 7.06 17.31
C 9.97 14.44 17.36
H 6.58 18.59 16.72
H 5.38 16.97 15.00
H 6.50 14.60 15.05
H 7.29 12.66 16.23
H 12.54 14.52 18.26
H 14.13 12.64 18.17
H 14.58 10.16 17.62
H 11.35 7.87 16.00
H 12.99 7.31 14.50
H 14.54 5.19 14.31
H 16.25 5.11 16.33
H 10.29 15.43 17.64
F 5.02 10.26 14.99
C 5.36 10.49 16.27
C 6.53 10.10 16.80
C 6.82 10.45 18.07
F 7.97 10.02 18.67
C 5.92 11.17 18.87
F 6.25 11.43 20.15
C 4.69 11.49 18.34
F 3.80 12.06 19.14
C 4.39 11.16 17.03
F 3.16 11.36 16.49
```

The net charge is 0. The relative energy (zero: lowest compared OMol25 entry of this formula, charge and spin) is 0.000 eV. As for the HOMO-LUMO gap: 7.00 eV. For the HOMO energy, the calculation gives -7.57 eV.

A single C4H7NO2 molecule. Source: the Open Molecules 2025 dataset; level of theory: wB97M-V/def2-TZVPD.

The geometry in XYZ format:
```
14
C4H7NO2, DFT wB97M-V/def2-TZVPD
C -0.26 -0.89 -0.06
N 0.99 -0.54 -0.70
C -0.53 0.13 1.02
C 1.02 0.19 -1.86
C -1.23 1.24 0.82
O -0.02 -0.12 2.28
O 0.05 0.51 -2.53
H 0.36 -1.02 2.30
H 1.84 -0.60 -0.16
H 2.04 0.47 -2.14
H -0.15 -1.89 0.36
H -1.07 -0.91 -0.80
H -1.40 1.95 1.63
H -1.64 1.49 -0.16
```

The net charge is 0. The relative energy (zero: lowest compared OMol25 entry of this formula, charge and spin) is 1.340 eV. As for the HOMO-LUMO gap: 9.50 eV. For the HOMO energy, the calculation gives -9.00 eV.

3 unconnected molecules or ions with the total composition C16H24ClN2O2. Source: the Open Molecules 2025 dataset; level of theory: wB97M-V/def2-TZVPD.

The geometry in XYZ format:
```
45
C16H24ClN2O2, DFT wB97M-V/def2-TZVPD
C -2.97 -2.46 -1.56
N -2.32 -3.07 -0.39
C -2.88 -2.84 0.87
C -2.13 -2.58 1.95
C -0.64 -2.47 1.73
C -0.11 -2.87 0.42
C -0.94 -3.18 -0.57
C 0.28 -1.97 2.82
C 0.12 -2.52 4.25
C 0.81 -1.98 5.19
N 1.75 -0.94 4.95
C 1.97 -0.48 3.71
C 1.29 -1.08 2.69
C 2.13 -0.08 6.10
H -3.86 -1.93 -1.30
H -3.50 -3.29 -2.21
H -2.38 -1.98 -2.30
H -4.14 -2.59 1.00
H -2.76 -2.51 2.70
H 0.96 -2.89 0.13
H -0.59 -3.68 -1.69
H -0.64 -3.15 4.33
H 0.49 -2.49 6.12
H 2.81 0.22 3.68
H 1.50 -0.57 1.73
H 2.74 0.74 5.68
H 2.75 -0.51 7.00
H 1.38 0.45 6.30
Cl 2.12 2.18 0.94
C 2.46 1.78 -3.02
O 1.24 1.95 -3.58
C 0.49 3.02 -3.06
C -0.51 3.40 -3.90
O 0.05 3.83 -5.10
C -0.86 4.47 -5.99
H 2.25 1.34 -1.93
H 3.14 2.71 -3.15
H 2.91 0.94 -3.52
H 0.99 3.81 -2.59
H 0.10 2.71 -2.10
H -1.30 4.14 -3.49
H -1.12 2.48 -3.89
H -1.76 4.02 -6.09
H -0.42 4.37 -7.01
H -0.89 5.55 -5.82
```

The net charge is -1. The relative energy (zero: lowest compared OMol25 entry of this formula, charge and spin) is 8.131 eV. As for the HOMO-LUMO gap: 5.31 eV. For the HOMO energy, the calculation gives -2.42 eV.

A single CH2BrN2OP molecule. Source: the Open Molecules 2025 dataset; level of theory: wB97M-V/def2-TZVPD.

The geometry in XYZ format:
```
8
CH2BrN2OP, DFT wB97M-V/def2-TZVPD
C -1.08 -0.33 0.25
N -0.39 0.45 -0.82
N 0.58 1.06 -0.46
O -0.77 -0.24 1.43
P 1.91 1.27 0.31
Br 2.66 -0.75 -0.17
H -2.05 -0.12 -0.11
H -0.86 -1.33 -0.42
```

The net charge is 0. The relative energy (zero: lowest compared OMol25 entry of this formula, charge and spin) is 3.458 eV. As for the HOMO-LUMO gap: 7.49 eV. For the HOMO energy, the calculation gives -9.03 eV.

A gas-phase ion, C4H13N2O (charge +1). Source: the Open Molecules 2025 dataset; level of theory: wB97M-V/def2-TZVPD.

The geometry in XYZ format:
```
20
C4H13N2O, DFT wB97M-V/def2-TZVPD
N 1.35 -1.41 -0.23
C 0.25 -0.52 0.21
C -0.82 -0.34 -0.85
C -2.06 0.40 -0.30
O -3.06 0.20 -1.28
C 0.90 0.79 0.63
N 2.11 0.55 1.39
H 1.93 -1.56 0.61
H 0.98 -2.25 -0.67
H 1.93 -0.93 -0.92
H -0.24 -1.01 1.06
H -0.47 0.29 -1.67
H -1.18 -1.26 -1.32
H -2.32 -0.06 0.65
H -1.87 1.46 -0.19
H -3.63 0.97 -1.36
H 0.19 1.44 1.15
H 1.03 1.47 -0.22
H 2.07 0.82 2.36
H 2.93 0.96 0.97
```

The net charge is +1. The relative energy (zero: lowest compared OMol25 entry of this formula, charge and spin) is 1.690 eV. As for the HOMO-LUMO gap: 10.61 eV. For the HOMO energy, the calculation gives -13.91 eV.